No. 1
Here is a structure of composition C20H17Cl3N6O3S2V from OMol25. Energies are from the ωB97M-V functional and the def2-TZVPD basis.

Cartesian coordinates (Å):
1 V -1.304 1.058 -0.049
2 N -2.276 2.086 3.278
3 N -2.348 0.719 3.557
4 C -2.159 -0.221 2.584
5 O -2.005 -1.396 2.850
6 O -2.195 0.245 1.346
7 H -1.470 2.499 3.734
8 H -3.114 2.549 3.608
9 H -2.273 0.383 4.505
10 Cl -2.531 7.501 -3.131
11 C -1.972 5.954 -2.604
12 C -0.803 5.431 -3.138
13 C -0.349 4.195 -2.715
14 Cl 1.105 3.543 -3.389
15 C -1.045 3.445 -1.763
16 O -0.631 2.264 -1.329
17 C -2.212 4.023 -1.264
18 Cl -3.038 3.077 -0.049
19 C -2.695 5.254 -1.653
20 H -0.249 5.985 -3.882
21 H -3.603 5.662 -1.233
22 N 0.568 -8.924 2.334
23 C 0.446 -7.896 1.837
24 C 0.293 -6.608 1.214
25 C 1.085 -6.274 0.118
26 C 0.948 -5.033 -0.476
27 C 0.008 -4.146 0.024
28 C -0.793 -4.467 1.111
29 C -0.640 -5.703 1.714
30 N -0.149 -2.862 -0.585
31 C -0.182 -2.568 -1.935
32 C -0.440 -1.240 -2.028
33 N -0.560 -0.724 -0.752
34 C -0.376 -1.730 0.089
35 H 1.809 -6.984 -0.257
36 H 1.574 -4.752 -1.313
37 H -1.527 -3.760 1.481
38 H -1.251 -5.973 2.563
39 H -0.052 -3.327 -2.685
40 H -0.547 -0.626 -2.905
41 H -0.456 -1.677 1.163
42 S 0.580 1.497 1.409
43 C 2.003 1.607 0.494
44 N 3.026 2.320 0.923
45 C 4.274 2.287 0.168
46 C 3.969 1.567 -1.153
47 S 2.340 0.772 -0.971
48 H 2.946 2.837 1.787
49 H 5.041 1.769 0.744
50 H 4.608 3.308 -0.012
51 H 4.704 0.796 -1.369
52 H 3.922 2.257 -1.992

Computed properties:
Expectation value of S²: 2.015
Charge: +1
2S+1: 3
Highest occupied orbital energy (alpha / beta), hartree: -0.4047 / -0.4086
ΔE to the lowest compared entry with this formula, charge and spin, kcal/mol: 21.0
LUMO (alpha / beta), hartree: -0.12479 / -0.11198
Orbital gap (alpha / beta), eV: 7.618 / 8.071

=====

No. 2
Here is a structure of composition C20H17N2O5V from OMol25. Energies are from the ωB97M-V functional and the def2-TZVPD basis.

Cartesian coordinates (Å):
1 V 0.298 -0.172 -0.152
2 O -2.194 -2.569 0.739
3 C -2.089 -1.488 0.311
4 O -0.986 -1.179 -0.607
5 C -2.885 -0.244 0.604
6 C -2.770 0.795 -0.520
7 C -3.767 1.929 -0.326
8 C -3.129 2.722 0.841
9 C -1.895 1.887 1.140
10 O -1.486 1.414 -0.182
11 C -2.293 0.561 1.828
12 C -1.077 -0.040 2.488
13 O -0.859 -0.350 3.586
14 O 0.026 -0.106 1.504
15 H -3.907 -0.561 0.805
16 H -2.719 0.380 -1.522
17 H -4.762 1.552 -0.099
18 H -3.835 2.531 -1.228
19 H -3.775 2.813 1.713
20 H -2.839 3.723 0.530
21 H -1.070 2.413 1.616
22 H -3.035 0.694 2.612
23 C -0.011 5.729 -1.477
24 C 0.378 5.364 -2.762
25 C 0.871 4.095 -2.986
26 C 0.899 3.170 -1.925
27 C 0.528 3.555 -0.622
28 C 0.085 4.835 -0.404
29 N 1.417 1.945 -2.245
30 N 1.181 0.942 -1.530
31 C 1.961 -0.244 -1.725
32 C 2.849 -0.504 -2.759
33 C 3.558 -1.689 -2.693
34 C 3.407 -2.592 -1.626
35 C 2.528 -2.337 -0.593
36 C 1.804 -1.150 -0.648
37 H -0.356 6.739 -1.295
38 H 0.324 6.079 -3.571
39 H 1.213 3.781 -3.963
40 H 0.694 2.878 0.206
41 H -0.150 5.172 0.596
42 H 2.989 0.210 -3.558
43 H 4.257 -1.924 -3.485
44 H 3.983 -3.507 -1.622
45 H 2.391 -3.034 0.223

Computed properties:
Charge: +2
2S+1: 1
Highest occupied orbital energy, hartree: -0.5719
ΔE to the lowest compared entry with this formula, charge and spin, kcal/mol: 5.8
LUMO, hartree: -0.34309
Orbital gap, eV: 6.226

=====

No. 3
Here is the molecule C20H17N3O5S from OMol25. Energies are from the ωB97M-V functional and the def2-TZVPD basis.

Cartesian coordinates (Å):
1 C -1.128 -0.057 1.915
2 N -1.114 0.913 0.858
3 C -0.044 1.618 0.391
4 N -0.404 2.425 -0.571
5 N -1.718 2.260 -0.761
6 C -2.148 1.367 0.086
7 C -3.561 0.920 0.222
8 C -4.429 1.525 -0.884
9 H -4.388 2.614 -0.854
10 O -5.774 1.151 -0.706
11 C -5.936 -0.185 -0.447
12 C -7.204 -0.739 -0.578
13 C -7.403 -2.087 -0.350
14 C -6.336 -2.898 0.001
15 C -5.075 -2.355 0.155
16 C -4.870 -0.998 -0.056
17 O -3.604 -0.496 0.149
18 H -4.231 -2.963 0.440
19 H -6.485 -3.954 0.165
20 H -8.391 -2.506 -0.457
21 H -8.014 -0.089 -0.867
22 H -4.052 1.176 -1.853
23 H -3.962 1.238 1.202
24 S 1.550 1.446 1.054
25 C 2.503 2.307 -0.247
26 C 3.231 1.278 -1.093
27 O 2.843 1.019 -2.208
28 C 4.410 0.612 -0.495
29 C 4.786 0.772 0.836
30 C 5.902 0.129 1.361
31 C 6.631 -0.669 0.510
32 C 6.259 -0.838 -0.830
33 C 5.159 -0.216 -1.351
34 H 4.858 -0.339 -2.378
35 O 7.150 -1.678 -1.439
36 C 8.091 -2.033 -0.451
37 O 7.754 -1.393 0.765
38 H 8.083 -3.124 -0.305
39 H 9.098 -1.715 -0.765
40 H 6.189 0.249 2.392
41 H 4.202 1.388 1.500
42 H 3.185 2.997 0.246
43 H 1.766 2.840 -0.850
44 H -1.911 -0.786 1.719
45 H -1.311 0.430 2.876
46 H -0.158 -0.554 1.952

Computed properties:
Structure (SMILES): Cn1c(SCC(=O)c2ccc3c(c2)OCO3)nnc1[C@H]1COc2ccccc2O1
2S+1: 1
Highest occupied orbital energy, hartree: -0.3116
ΔE to the lowest compared entry with this formula, charge and spin, kcal/mol: 58.5
LUMO, hartree: 0.00671
Orbital gap, eV: 8.663

=====

No. 4
Here is a cluster of 2 separate species, C20H17N5O4 in total from OMol25. Energies are from the ωB97M-V functional and the def2-TZVPD basis.

Cartesian coordinates (Å):
1 N -1.486 -4.284 3.058
2 C -1.076 -3.189 3.052
3 C -0.548 -1.856 3.042
4 C 0.813 -1.550 3.051
5 C 1.267 -0.196 3.014
6 N 2.677 0.066 2.989
7 O 3.480 -0.855 3.267
8 O 3.059 1.227 2.694
9 C 0.366 0.879 2.970
10 C -0.980 0.560 2.987
11 N -2.107 1.392 2.964
12 O -2.257 2.606 2.923
13 O -3.232 0.517 3.049
14 N -2.832 -0.841 3.063
15 C -1.478 -0.763 3.031
16 H 1.543 -2.356 3.079
17 H 0.681 1.919 2.928
18 C -0.481 6.721 1.148
19 C 0.978 6.447 1.523
20 C 1.320 5.045 0.999
21 N 0.189 4.662 0.165
22 C 0.133 3.435 -0.396
23 C 0.945 2.360 -0.090
24 C 0.513 1.108 -0.778
25 C -0.692 1.604 -1.574
26 C -0.882 2.979 -1.392
27 C -1.857 3.661 -2.128
28 C -2.707 2.928 -2.967
29 C -2.558 1.537 -3.088
30 C -1.534 0.875 -2.392
31 C -0.982 5.498 0.365
32 H -1.106 6.851 2.033
33 H -0.568 7.613 0.526
34 H 1.640 7.180 1.060
35 H 1.125 6.477 2.602
36 H 2.258 5.031 0.423
37 H 1.455 4.332 1.833
38 H 1.801 2.413 0.580
39 H 1.297 0.689 -1.430
40 H 0.234 0.313 -0.066
41 H -1.943 4.745 -2.078
42 H -3.486 3.441 -3.531
43 H -3.230 0.971 -3.726
44 H -1.390 -0.199 -2.480
45 H -1.756 4.958 0.944
46 H -1.440 5.786 -0.588

Computed properties:
Structure (SMILES): N#Cc1cc([N+](=O)[O-])cc2c1no[n+]2[O-].C1=C(N2CCCC2)c2ccccc2C1
2S+1: 1
Highest occupied orbital energy, hartree: -0.2775
ΔE to the lowest compared entry with this formula, charge and spin, kcal/mol: 189.0
LUMO, hartree: -0.09252
Orbital gap, eV: 5.034

=====

No. 5
Here is the molecule C20H17N7O2 from OMol25. Energies are from the ωB97M-V functional and the def2-TZVPD basis.

Cartesian coordinates (Å):
1 N -5.062 -3.245 -0.706
2 C -4.325 -2.504 -0.145
3 N 2.636 -4.080 -1.458
4 N 1.681 -2.092 -1.980
5 N 0.274 4.504 -0.868
6 N 1.720 3.006 0.263
7 O 3.061 -3.089 -0.531
8 O 3.287 -0.752 1.039
9 C 1.885 -3.407 -2.273
10 C 2.392 -1.945 -0.905
11 C -1.856 1.743 -0.133
12 C -2.689 2.586 -0.820
13 C 1.450 4.164 -0.352
14 C -0.696 3.606 -0.721
15 C 0.724 2.119 0.381
16 C -2.364 -0.865 2.560
17 C -3.175 -1.789 1.873
18 C -1.997 0.316 1.915
19 C -3.055 -0.402 -0.113
20 C -3.518 -1.559 0.523
21 C -0.541 2.403 -0.112
22 C -2.283 0.545 0.561
23 N -1.974 3.721 -1.202
24 N 0.957 0.918 1.072
25 C 1.183 -3.920 -3.528
26 C 3.283 0.474 1.814
27 C 2.442 -0.635 -0.125
28 C 1.895 0.939 2.192
29 C 0.965 -0.290 0.224
30 H -3.764 2.459 -0.973
31 H 2.263 4.849 -0.575
32 H -2.109 -1.014 3.631
33 H -3.537 -2.683 2.385
34 H -1.390 1.033 2.428
35 H -3.243 -0.286 -1.183
36 H -2.410 4.597 -1.516
37 H 1.929 -4.158 -4.235
38 H 0.549 -4.793 -3.318
39 H 0.575 -3.093 -3.927
40 H 3.877 0.286 2.716
41 H 3.771 1.251 1.179
42 H 2.885 0.134 -0.773
43 H 1.472 0.283 2.962
44 H 1.957 1.921 2.670
45 H 0.481 -1.126 0.790
46 H 0.397 -0.132 -0.707

Computed properties:
Structure (SMILES): Cc1noc([C@H]2CN(c3ncnc4[nH]cc(-c5cccc(C#N)c5)c34)CCO2)n1
2S+1: 1
Highest occupied orbital energy, hartree: -0.3160
ΔE to the lowest compared entry with this formula, charge and spin, kcal/mol: 0.0
LUMO, hartree: 0.00160
Orbital gap, eV: 8.643

=====

Number 1: electronic energy -121021.590 eV. Number 2: electronic energy -59902.580 eV. Number 3: electronic energy -46557.481 eV. Number 4: electronic energy -36647.738 eV. Number 5: electronic energy -35540.245 eV.